The following is a DFT calculation (wB97M-V/def2-TZVPD) of C26H30N4 in the gas phase in a non-equilibrium geometry.

Last column: natural (NBO) charge in e.
Cartesian coordinates (Å):
H (-5.138, 2.746, 1.019)  0.21
H (-1.120, 1.464, -2.392)  0.42
H (5.458, -2.144, -1.223)  0.17
N (-5.099, -0.585, 0.352)  -0.44
C (2.838, -2.372, -0.321)  -0.42
H (-6.176, -2.331, 0.127)  0.20
C (-5.279, -1.987, 0.658)  -0.20
C (-1.461, -0.147, 0.606)  -0.18
H (2.829, -2.596, -1.400)  0.21
N (5.073, -0.642, 0.202)  -0.45
H (7.102, -0.403, 0.498)  0.20
C (-2.805, -2.235, 0.856)  -0.42
C (-3.745, 1.407, 0.138)  -0.09
H (4.042, -2.911, 1.386)  0.20
C (-3.870, 0.007, 0.374)  0.25
C (-4.078, -2.824, 0.247)  -0.40
H (-6.574, 0.396, 1.458)  0.17
C (4.835, 2.216, 0.396)  -0.42
H (5.029, 2.701, -0.575)  0.22
C (1.279, 1.059, -0.177)  -0.11
N (-0.193, 1.582, -1.964)  -0.67
H (-2.397, 2.990, -0.353)  0.21
H (6.982, 2.110, 0.641)  0.21
H (1.969, -2.882, 0.113)  0.21
H (-6.163, 1.264, -1.444)  0.20
H (4.606, 3.021, 1.102)  0.22
H (2.233, 2.937, 0.288)  0.20
H (-3.992, -2.830, -0.849)  0.21
H (4.301, -3.935, -0.037)  0.21
H (6.067, 1.296, 1.912)  0.20
N (1.629, 2.375, -3.482)  -0.41
C (-6.320, 0.188, 0.403)  -0.20
C (2.377, 1.863, 0.141)  -0.12
C (1.458, -0.309, -0.354)  -0.13
H (-0.022, 2.734, -0.231)  0.19
C (-6.205, 1.490, -0.371)  -0.40
C (3.652, 1.320, 0.259)  -0.10
C (-4.957, 2.270, 0.041)  -0.41
C (4.126, -2.908, 0.292)  -0.40
H (-0.594, -0.728, 0.918)  0.22
C (2.695, -0.904, -0.138)  -0.10
H (6.492, 0.373, -0.975)  0.17
H (-5.466, -2.114, 1.740)  0.17
H (-4.209, -3.856, 0.589)  0.22
H (-7.118, -0.440, -0.013)  0.20
C (6.262, 0.174, 0.090)  -0.20
C (-2.705, -0.767, 0.622)  -0.08
H (-4.783, 3.084, -0.673)  0.22
C (-0.065, 1.679, -0.520)  -0.05
C (-1.338, 1.146, 0.096)  -0.07
C (-2.484, 1.941, -0.055)  -0.20
H (6.217, -2.358, 0.364)  0.20
H (-7.101, 2.089, -0.186)  0.21
H (-2.792, -2.414, 1.943)  0.21
C (3.823, -0.085, 0.134)  0.25
C (0.786, 2.009, -2.753)  0.43
C (5.294, -2.033, -0.134)  -0.20
H (0.616, -0.932, -0.665)  0.20
H (-1.923, -2.742, 0.442)  0.22
C (6.104, 1.488, 0.834)  -0.40

Calculated values
gap between HOMO and LUMO: 7.77 eV
energy above the lowest of the compared OMol25 structures with the same formula, charge and spin: 0.0 kcal/mol
multiplicity: 1
energy: -33409.8117 eV
HOMO energy: -7.10 eV
LUMO level: 0.7 eV
M: 398.55 g mol⁻¹
SMILES: N#CNC(c1cc2c3c(c1)CCCN3CCC2)c1cc2c3c(c1)CCCN3CCC2